C8H12Cl2OV | the ωB97M-V functional and the def2-TZVPD basis

Its HOMO energy (spin up / spin down) is -8.6 / -8.5 eV. As for the energy relative to the best compared isomer or geometry (same formula, charge and spin): 32.5 kcal/mol. The calculation puts the HOMO-LUMO gap (spin up / spin down) at 7.80 / 6.95 eV. The calculation puts the LUMO energy (spin up / spin down) at -0.79 / -1.54 eV.

```
! RIJCOSX wB97M-V def2-TZVPD def2/J DEFGRID3
* xyz 0 2
V 0.162 0.797 0.303
Cl 2.274 0.380 0.818
Cl -1.945 0.566 1.041
C 0.114 2.617 0.808
H -0.784 3.169 1.107
H 1.029 3.130 1.145
C -0.086 0.227 -1.411
C 0.135 2.291 -0.801
H -0.686 -0.734 -1.301
C 1.380 2.860 -1.445
H -0.794 2.585 -1.296
C 1.512 2.625 -2.955
H 1.445 3.943 -1.244
H 2.259 2.437 -0.944
C 1.428 1.156 -3.326
H 0.738 3.204 -3.491
H 2.476 3.036 -3.290
C 0.111 0.479 -2.874
H 1.468 1.077 -4.424
H 2.287 0.603 -2.937
H -0.736 1.081 -3.257
H 0.019 -0.484 -3.412
O -0.462 -2.237 1.722
C 0.013 -1.304 1.245
*
```

natural (NBO) atomic charge list, values in e, 6 entries:
1 V 0.465
2 Cl -0.294
3 Cl -0.304
4 C -0.640
5 H 0.244
6 H 0.234